C24H28CdN9O3S3Se | ωB97M-V/def2-TZVPD

HOMO energy ... -4.72 eV
HOMO-LUMO gap ... 0.26823 Ha
M ... 778.1 g/mol
Net charge ... -1

The geometry in XYZ format:
```
69
Properties=species:S:1:pos:R:3:nbo_charge:R:1
Cd -0.10 0.13 0.56 1.61
Se 4.12 2.59 1.54 -0.36
S -2.82 2.27 0.58 2.34
S -0.41 -3.19 2.76 -0.31
S 0.51 2.12 2.86 1.37
O -3.75 2.83 -0.36 -0.95
O 0.23 2.83 4.11 -0.98
O -1.58 2.99 0.80 -0.99
N -2.41 0.73 0.27 -1.06
N 2.04 4.53 1.21 -0.38
N 2.70 4.41 3.25 -0.38
N -2.54 -2.95 1.05 -0.38
N -1.60 -0.66 -1.31 -0.58
N 0.04 0.73 2.67 -1.25
N -5.68 1.92 5.78 -0.80
N -3.72 0.36 -1.69 -0.48
N -0.86 -4.00 0.20 -0.54
C -3.72 -0.17 -2.90 0.10
C 1.80 -1.82 -0.56 -0.32
C -3.65 2.15 2.13 -0.38
C 1.60 -0.64 -2.50 -0.32
C 2.93 3.91 2.02 0.26
C 1.68 5.33 3.21 -0.05
C -2.61 0.17 -0.96 0.56
C -3.81 1.31 4.38 -0.22
C -3.37 -2.16 1.94 -0.42
C -2.68 -0.93 -3.41 -0.38
C 1.27 5.41 1.93 -0.08
C -5.53 2.73 3.51 -0.27
C 1.84 0.29 -1.49 -0.32
C -2.90 -3.33 -0.23 -0.08
C 1.96 -0.43 -0.25 -0.60
C 3.36 3.97 4.46 -0.41
C -1.27 -3.36 1.33 0.24
C -1.84 -3.98 -0.77 -0.08
C -5.02 1.97 4.55 0.16
C -4.85 2.81 2.30 -0.16
C 1.58 -1.93 -1.92 -0.34
C 1.86 4.23 -0.20 -0.41
C -3.13 1.39 3.18 -0.17
C -1.64 -1.18 -2.53 0.11
H -6.68 2.05 5.73 0.37
H -2.86 -2.09 2.89 0.25
H -5.43 1.14 6.36 0.37
H -3.85 -3.07 -0.65 0.23
H 1.31 5.82 4.10 0.23
H -5.26 3.39 1.48 0.24
H -1.70 -4.40 -1.75 0.22
H -3.51 -1.16 1.53 0.24
H -2.17 0.89 3.07 0.26
H 2.72 3.25 4.98 0.23
H 1.41 -2.86 -2.46 0.19
H 4.30 3.51 4.18 0.24
H 1.99 1.35 -1.61 0.21
H 2.50 -0.05 0.61 0.26
H 3.54 4.83 5.10 0.19
H 2.79 3.83 -0.59 0.24
H -4.34 -2.65 2.07 0.20
H -6.47 3.26 3.64 0.20
H 1.07 3.49 -0.32 0.23
H -3.38 0.73 5.19 0.20
H 0.48 5.98 1.48 0.23
H 0.09 -4.28 0.08 0.44
H 1.59 5.15 -0.72 0.20
H 1.43 -0.40 -3.54 0.20
H 1.91 -2.62 0.16 0.21
H -4.62 0.01 -3.49 0.18
H -0.81 -1.82 -2.79 0.22
H -2.70 -1.35 -4.40 0.22
```